[1]
# C32H68BBa2F4NO16

C32H68BBa2F4NO16 as an isolated structure at a distorted geometry (ωB97M-V/def2-TZVPD, OMol25).

Net charge: +2
Orbital gap in eV: 6.71
2S+1: 1
Largest force on an atom in hartree/bohr: 0.0845
E_tot in Eh: -2993.50907

Geometry (Å):
Ba  3.6569  0.6589  -0.9762
Ba  1.9745  -1.2097  2.9787
B  0.3741  -0.8711  -0.5801
F  1.0551  -1.6414  -1.4644
F  -0.9861  -1.0046  -0.7142
F  0.7143  -1.0120  0.7635
F  0.6910  0.4217  -0.8940
C  2.1884  3.3980  2.6094
C  2.9862  2.2804  1.8918
O  4.1741  2.4209  1.5791
O  2.3736  1.2315  1.6801
H  1.1230  3.3268  2.3902
H  2.4273  4.4052  2.2679
H  2.3334  3.3642  3.6892
C  -2.8557  -3.9394  -3.6052
C  -1.7198  -3.3632  -3.1700
C  -0.6061  -3.2135  -3.9637
C  -0.5770  -3.7995  -5.2134
C  -1.6923  -4.5088  -5.6669
C  -2.7955  -4.6268  -4.7782
N  0.6837  -3.7387  -5.9516
O  1.7198  -3.3794  -5.4004
O  0.6788  -4.2546  -7.0483
H  -3.7358  -3.9681  -2.9799
H  -1.6174  -2.9515  -2.1768
H  0.1894  -2.6296  -3.5249
H  -1.6908  -5.1607  -6.5280
H  -3.6401  -5.2717  -4.9712
C  2.0603  -4.3338  0.8744
O  1.9306  -3.8195  2.2631
C  2.6103  -4.7806  3.2113
C  1.8474  -4.6033  4.6081
O  1.9057  -3.2611  5.0283
C  1.2050  -3.2207  6.3179
H  1.9357  -3.5227  0.1569
H  1.2246  -4.9772  0.5992
H  3.0782  -4.6473  0.6424
H  3.6683  -4.5506  3.3376
H  2.3640  -5.8048  2.9314
H  2.4545  -5.2363  5.2553
H  0.8387  -4.9951  4.4772
H  1.7334  -3.9556  6.9253
H  0.1161  -3.2072  6.3633
H  1.4906  -2.1993  6.5693
C  1.3720  0.8062  -3.8936
O  2.6441  0.9770  -3.4501
C  3.6273  0.5043  -4.4761
C  3.7686  -0.9828  -4.3347
O  3.9971  -1.3121  -2.9182
C  3.6211  -2.6280  -2.7280
H  0.9978  -0.2155  -3.9573
H  1.2826  1.0985  -4.9399
H  0.6861  1.2650  -3.1814
H  4.5619  0.9651  -4.1562
H  3.3254  0.7727  -5.4885
H  4.6620  -1.3049  -4.8697
H  2.9195  -1.5729  -4.6794
H  2.5715  -2.7882  -2.9745
H  3.6967  -3.0317  -1.7184
H  4.1248  -3.3005  -3.4223
C  2.6970  7.6971  -1.5880
O  2.4533  6.2797  -1.6471
C  3.6100  5.4794  -1.5757
C  3.3242  4.0302  -2.3392
O  2.5277  3.1449  -1.5724
C  1.2636  3.5912  -1.3418
H  3.2711  7.9672  -0.7017
H  1.7453  8.2282  -1.6053
H  3.2786  7.9574  -2.4723
H  3.9943  5.3586  -0.5629
H  4.4033  6.0022  -2.1101
H  4.2797  3.5065  -2.3696
H  2.9139  4.1298  -3.3441
H  0.7469  3.8185  -2.2743
H  1.3381  4.3931  -0.6073
H  0.5638  2.8902  -0.8870
C  -1.2649  -3.1200  2.0815
O  -0.9869  -2.1552  3.1558
C  -1.8426  -1.1199  3.3806
C  -1.1822  -0.3238  4.5015
O  0.0914  0.2837  4.1939
C  0.5529  1.2040  5.1795
H  -0.4779  -3.8737  2.0581
H  -1.3036  -2.6642  1.0921
H  -2.1382  -3.7352  2.2979
H  -2.7887  -1.5384  3.7238
H  -2.3251  -0.5248  2.6052
H  -1.0666  -0.9610  5.3782
H  -1.8233  0.5462  4.6440
H  1.6134  1.4443  5.1047
H  0.4736  0.6510  6.1155
H  -0.0099  2.1371  5.2033
C  -2.2882  3.1422  6.6057
O  -1.9346  3.4197  5.2994
C  -2.8820  3.4219  4.2048
C  -2.0438  2.9795  2.9189
O  -2.9335  2.6780  1.8869
C  -2.3619  2.2907  0.6259
H  -2.5754  2.0928  6.5396
H  -3.1839  3.6803  6.9158
H  -1.5071  3.2611  7.3567
H  -3.3825  4.3896  4.1719
H  -3.5689  2.5947  4.3837
H  -1.3570  2.1506  3.0899
H  -1.3757  3.7618  2.5589
H  -1.5621  2.8858  0.1852
H  -3.2171  2.3792  -0.0442
H  -1.9819  1.2691  0.6217
C  -5.0377  -0.1633  0.2821
O  -5.1347  -0.6774  -1.0343
C  -3.9313  -0.5449  -1.8609
C  -4.5014  -0.6091  -3.3401
O  -5.1902  0.5668  -3.6434
C  -5.2864  1.0184  -5.0147
H  -5.3180  0.8774  0.4451
H  -3.9602  -0.1760  0.4461
H  -5.4511  -0.7910  1.0715
H  -3.2890  -1.3740  -1.5639
H  -3.3676  0.3749  -1.7050
H  -5.2869  -1.3626  -3.3982
H  -3.7849  -0.8600  -4.1223
H  -4.3386  1.1279  -5.5417
H  -5.7724  1.9940  -5.0018
H  -5.8748  0.3779  -5.6717

Forces on atoms 1 to 2 (eV/Å):
-1.15 1.00 0.37
-0.97 0.54 0.13

Atomic partial charges in e from the Mulliken method, atoms 1 to 99: 1.77 1.39 -1.53 0.25 0.00 1.07 -0.37 -0.91 0.33 -0.75 -0.27 -0.01 0.40 0.39 -0.61 -0.41 0.49 -0.03 -0.63 -0.47 0.95 -0.61 -0.58 0.49 0.19 0.15 0.47 0.40 -0.52 0.10 -0.70 -0.67 -0.21 -0.79 -0.26 0.37 0.47 0.35 0.41 0.52 0.34 0.38 0.25 0.26 -0.76 0.03 -0.81 -0.20 -0.20 -0.30 0.16 0.39 0.13 0.20 0.49 0.48 0.09 -0.11 0.14 0.38 -0.79 -0.29 -0.80 -0.38 0.10 -0.79 0.32 0.24 0.33 0.32 0.55 0.24 0.36 0.51 0.43 -0.26 -0.44 -0.18 -0.40 -0.31 0.08 -0.77 -0.11 0.01 0.44 0.46 0.00 0.49 -0.02 0.31 0.42 0.05 -0.72 -0.36 -0.81 0.53 -0.42 -0.53 0.28

[2]
# C32H68N4O9

A 9-piece molecular cluster, C32H68N4O9 overall at a distorted geometry (ωB97M-V/def2-TZVPD, OMol25).

Orbital gap in eV: 9.29
SMILES string: CN(C)C=O.CN(C)C=O.CN(C)C=O.CN(C)C=O.C1CCOC1.C1CCOC1.C1CCOC1.C1CCOC1.C1CCOC1
ΔE to the lowest compared entry with this formula, charge and spin in kJ/mol: 241.8
2S+1: 1
Largest force on an atom in hartree/bohr: 0.0660
E_tot in Eh: -2156.09380

Geometry (Å):
C  -1.9924  3.3843  -2.8363
O  -2.7661  3.8705  -2.0195
N  -2.2559  2.3843  -3.7090
C  -1.2719  1.8511  -4.5481
C  -3.5858  1.7891  -3.6975
H  -0.9502  3.7518  -3.0115
H  -0.2701  2.3252  -4.4079
H  -1.6315  1.9118  -5.5641
H  -1.2050  0.7955  -4.3582
H  -3.6397  1.1200  -4.5400
H  -3.7718  1.3092  -2.6879
H  -4.2949  2.5945  -3.9152
C  3.1086  1.9960  -3.0093
O  2.1614  2.5935  -2.5245
N  4.2690  1.5992  -2.4304
C  5.4194  1.4471  -3.2405
C  4.4069  2.1209  -1.0864
H  2.9793  1.6501  -4.0008
H  5.2768  0.9646  -4.2154
H  6.1991  0.8572  -2.7323
H  5.8835  2.3847  -3.5390
H  5.3322  1.7795  -0.6557
H  4.3244  3.2387  -1.1485
H  3.4759  1.8009  -0.5839
C  2.9567  -1.6013  5.8119
O  3.5888  -2.3798  6.5054
N  1.7053  -1.8794  5.3345
C  1.1209  -3.1524  5.6276
C  0.9217  -0.7659  4.6988
H  3.3311  -0.6119  5.6375
H  0.5994  -3.5968  4.7233
H  0.2977  -3.0549  6.4159
H  1.9385  -3.8171  6.0318
H  1.5470  0.1415  4.6791
H  0.6042  -1.1271  3.7023
H  0.0462  -0.6202  5.2815
C  -3.8302  -2.8151  -1.7129
O  -3.2087  -3.8249  -2.0063
N  -3.9948  -2.3723  -0.4901
C  -3.9003  -3.2310  0.5856
C  -4.6316  -1.1289  -0.2969
H  -4.1598  -2.1503  -2.4874
H  -3.1720  -2.9809  1.3089
H  -3.5781  -4.1359  0.1455
H  -4.8716  -3.4345  1.0106
H  -4.2611  -0.4603  0.4763
H  -4.6973  -0.5708  -1.2287
H  -5.6220  -1.3467  -0.0121
C  0.7407  -4.6330  -4.0207
C  -0.4423  -3.6991  -4.2554
C  -0.8257  -3.8664  -5.7328
O  -0.4250  -5.1697  -6.0625
C  0.8262  -5.3893  -5.3900
H  0.6613  -5.3371  -3.2013
H  1.6851  -4.0724  -3.8187
H  -0.0236  -2.6592  -4.0930
H  -1.3329  -3.9433  -3.6530
H  -0.3575  -3.0901  -6.3977
H  -1.9009  -3.8594  -5.9433
H  1.6501  -4.9332  -5.9656
H  0.9712  -6.4509  -5.2954
C  0.3259  3.9267  1.6233
C  1.8750  3.8646  1.3186
C  2.1538  2.5324  1.8132
O  1.3432  2.2596  2.9393
C  0.2784  3.2718  2.9845
H  -0.1956  3.2297  0.9550
H  -0.2171  4.8907  1.5348
H  2.4514  4.6974  1.8727
H  2.1227  3.9110  0.2058
H  3.1575  2.4086  2.1161
H  1.9577  1.7749  1.0104
H  0.4784  4.0333  3.7922
H  -0.6902  2.7912  3.1971
C  4.0191  -3.2764  2.4288
C  3.5318  -2.2792  1.4372
C  3.7097  -0.9368  2.0969
O  4.6288  -1.1110  3.1670
C  5.1153  -2.4709  3.0123
H  4.2227  -4.1986  1.9582
H  3.3016  -3.6374  3.1765
H  2.4855  -2.3916  1.1759
H  4.2152  -2.4257  0.5633
H  2.7687  -0.5087  2.4687
H  4.1637  -0.2203  1.3558
H  5.5109  -2.7746  4.0185
H  6.0002  -2.4277  2.3536
C  -0.0620  -0.6920  0.5567
C  -1.0803  0.2773  1.0553
C  -1.3533  0.9308  -0.2864
O  -1.4009  -0.1087  -1.2666
C  -0.2006  -0.8077  -0.9414
H  -0.0842  -1.6650  1.0390
H  0.9412  -0.2780  0.7166
H  -0.5799  0.9171  1.7659
H  -2.0098  -0.1317  1.5211
H  -0.5098  1.6125  -0.5812
H  -2.2401  1.5792  -0.4417
H  0.5534  -0.3106  -1.5933
H  -0.1885  -1.8696  -1.2641
C  -4.1788  4.3803  1.3601
C  -4.2338  3.8530  2.7918
C  -3.9278  2.3612  2.6416
O  -4.7321  2.0055  1.4816
C  -4.7761  3.1498  0.6143
H  -3.1779  4.6447  1.0627
H  -4.8519  5.2227  1.0456
H  -5.1874  4.0282  3.2658
H  -3.4514  4.3248  3.3675
H  -4.3183  1.8111  3.5048
H  -2.8846  2.1858  2.4522
H  -5.8151  3.2672  0.3380
H  -4.1222  2.8793  -0.2325

Forces on atoms 1 to 2 (eV/Å):
0.44 0.28 -0.40
0.35 -0.49 -0.47

Atomic partial charges in e from the Mulliken method, atoms 1 to 99: 0.03 -0.59 0.18 -0.84 -0.74 0.32 0.20 0.40 0.29 0.44 -0.05 0.35 -0.17 -0.56 0.19 -0.96 -0.59 0.51 0.34 0.29 0.39 0.43 0.30 -0.17 0.12 -0.62 0.27 -0.98 -0.81 0.36 0.28 0.31 0.30 0.18 0.11 0.49 0.14 -0.67 0.35 -1.10 -1.05 0.43 0.27 0.41 0.35 0.34 0.02 0.50 -0.65 0.36 -0.51 -0.40 -0.42 0.28 0.24 0.02 -0.03 0.24 0.29 0.25 0.33 0.34 -0.37 0.53 -0.37 -0.63 -0.58 0.45 0.33 0.17 0.62 -0.87 0.33 0.14 -0.53 -0.21 0.96 -0.47 -0.60 0.46 0.09 0.15 0.30 -0.56 -0.23 0.34 0.30 0.65 0.61 0.74 -0.37 -0.93 0.62 -0.98 -0.40 0.22 0.05 -0.73 0.07